Entry w
# C3H3N3S

A single C3H3N3S molecule (ωB97M-V with the def2-TZVPD basis set, the Open Molecules 2025 dataset).

Each line ends with the natural charge from an NBO analysis.
Cartesian coordinates (Å):
C 0.839 0.484 -0.158  0.16
C -0.134 0.015 0.786  -0.06
C -0.840 -0.191 -1.310  0.18
H -0.188 -0.476 1.773  0.23
H -1.992 -0.915 0.439  0.42
H -1.665 -0.631 -2.004  0.21
N 2.135 1.027 0.210  -0.47
N -1.285 -0.265 0.051  -0.54
N 0.386 0.295 -1.431  -0.42
S 2.746 0.657 1.644  0.28

Output
E_HOMO in eV: -8.4
M in g/mol: 113.1
Gap between HOMO and LUMO in eV: 7.0100
Structure (SMILES): S=Nc1c[nH]cn1
LUMO energy in Eh: -0.0515
Spin multiplicity: 1

---

Entry x
# C3H3N3S

2 unconnected molecules or ions with the total composition C3H3N3S (ωB97M-V with the def2-TZVPD basis set, the Open Molecules 2025 dataset).

Each line ends with the natural charge from an NBO analysis.
Cartesian coordinates (Å):
C -0.470 -0.217 0.578  0.22
C 1.658 -0.258 -0.481  0.24
C -1.028 0.953 0.294  0.15
N -0.354 -1.224 1.285  -0.60
N 1.381 -1.136 -1.251  -0.65
N -1.196 1.631 -0.735  -0.57
S 2.174 0.571 0.758  0.02
H -0.888 -1.545 2.190  0.41
H 0.583 -1.131 -1.864  0.42
H -1.860 2.356 -0.774  0.36

Output
E_HOMO in eV: -8.2
M in g/mol: 113.1
Gap between HOMO and LUMO in eV: 7.9040
Structure (SMILES): N=C=C=N.N=C=S
LUMO energy in Eh: -0.0125
Spin multiplicity: 1

---

Entry y
# C3H3N3S

A single C3H3N3S molecule (ωB97M-V with the def2-TZVPD basis set, the Open Molecules 2025 dataset).

Each line ends with the natural charge from an NBO analysis.
Cartesian coordinates (Å):
C -1.856 -0.300 -1.438  0.36
C 0.799 0.832 0.114  0.12
C 0.898 -0.399 1.057  -0.66
N -2.463 -0.850 -2.301  -0.29
N -0.246 1.046 -0.507  -0.07
N -1.401 0.613 -0.573  -0.15
S -0.594 -1.343 1.037  -0.03
H 1.794 1.296 -0.192  0.24
H 1.960 -0.841 0.783  0.24
H 1.108 -0.055 2.022  0.23

Output
E_HOMO (alpha / beta) in eV: -9.0 / -9.0
M in g/mol: 113.1
Gap between HOMO and LUMO (alpha / beta) in eV: 6.6539 / 6.6733
LUMO energy (alpha / beta) in Eh: -0.0851 / -0.0847
Spin multiplicity: 1

---

Stability ranking, top and bottom: entry w is the most stable and entry y is the least stable.

---

Entry w
# C3H6N4S

A single C3H6N4S molecule (ωB97M-V with the def2-TZVPD basis set, the Open Molecules 2025 dataset).

Each line ends with the natural charge from an NBO analysis.
Cartesian coordinates (Å):
C -0.004 0.582 1.797  0.27
C -0.608 -0.029 -0.476  0.32
C -0.975 -0.892 -2.622  -0.15
H 1.841 -0.221 -0.564  0.40
H 2.060 0.471 1.101  0.41
H -1.050 0.706 1.850  0.17
H 0.466 0.838 3.648  0.37
H -1.670 -0.052 -0.084  0.17
H -2.059 -1.352 -2.217  0.16
N 1.582 0.404 0.124  -0.66
N 0.255 0.301 0.491  -0.24
N 0.926 0.754 2.712  -0.71
N -0.164 -0.312 -1.614  -0.56
S -0.601 -1.199 -4.145  0.06

Output
E_HOMO in eV: -8.7
M in g/mol: 130.2
Gap between HOMO and LUMO in eV: 8.1553
Structure (SMILES): [H]/N=C/N(N)/C=N/C=S
LUMO energy in Eh: -0.0197
Spin multiplicity: 1

---

Entry x
# C3H6N4S

A single C3H6N4S molecule (ωB97M-V with the def2-TZVPD basis set, the Open Molecules 2025 dataset).

Each line ends with the natural charge from an NBO analysis.
Cartesian coordinates (Å):
C -1.455 -1.541 0.563  0.09
C 0.842 -0.868 0.480  -0.02
C 3.036 0.486 0.391  -0.73
N -0.175 -1.574 0.560  -0.35
N -2.211 -0.547 0.088  -0.30
N -1.658 0.513 -0.408  -0.03
N -2.546 1.452 -0.835  -0.61
S 1.958 -0.448 -0.724  0.33
H -1.803 -2.461 0.860  0.19
H 4.025 -0.064 0.455  0.22
H 2.553 0.436 1.320  0.25
H 3.124 1.538 -0.117  0.23
H -2.152 1.944 -1.627  0.37
H -3.538 1.135 -1.007  0.36

Output
E_HOMO in eV: -7.4
M in g/mol: 130.2
Gap between HOMO and LUMO in eV: 7.3298
LUMO energy in Eh: -0.0010
Spin multiplicity: 1

---

Stability ranking, top and bottom: entry w is the most stable and entry x is the least stable.

---

Entry w
# C4H16NO2S

3 unconnected molecules or ions with the total composition C4H16NO2S (ωB97M-V with the def2-TZVPD basis set, the Open Molecules 2025 dataset).

Each line ends with the natural charge from an NBO analysis.
Cartesian coordinates (Å):
C -0.437 -0.035 -2.342  -0.64
C 0.189 0.413 -1.031  -0.04
C -0.754 1.465 -0.381  -0.43
C -0.100 2.095 0.854  -0.52
S 1.154 3.386 0.564  -0.04
N 0.427 -0.756 -0.102  -0.71
H -1.506 -0.237 -2.189  0.23
H 0.091 -0.858 -2.817  0.23
H -0.612 0.846 -2.957  0.25
H 1.170 0.857 -1.177  0.22
H -0.845 2.156 -1.213  0.25
H -1.699 1.030 -0.065  0.22
H 0.440 1.345 1.432  0.18
H -0.846 2.566 1.474  0.25
H 0.461 4.455 0.973  0.15
H -0.101 -1.607 -0.328  0.47
H 0.371 -0.462 0.872  0.45
H 1.410 -1.024 -0.135  0.43
H 1.389 -1.022 2.788  0.49
H 0.358 -2.028 3.212  0.51
O 0.642 -1.530 2.433  -0.98
H -0.595 -3.318 0.706  0.48
H -0.399 -4.330 -0.390  0.51
O -0.208 -3.408 -0.180  -0.97

Output
Total charge: +1
E_HOMO in eV: -12.3
M in g/mol: 142.2
Gap between HOMO and LUMO in eV: 9.1818
LUMO energy in Eh: -0.1148
Spin multiplicity: 1

---

Entry x
# C4H16NO2S

3 unconnected molecules or ions with the total composition C4H16NO2S (ωB97M-V with the def2-TZVPD basis set, the Open Molecules 2025 dataset).

Each line ends with the natural charge from an NBO analysis.
Cartesian coordinates (Å):
C 1.122 0.343 -2.211  -0.64
C 0.882 0.640 -0.711  -0.04
C -0.324 1.581 -0.524  -0.42
C -0.991 1.469 0.835  -0.53
S -0.048 1.485 2.419  -0.08
N 0.666 -0.693 -0.022  -0.72
H 2.017 0.853 -2.574  0.25
H 0.354 0.829 -2.815  0.23
H 1.118 -0.729 -2.368  0.22
H 1.720 1.082 -0.172  0.22
H -0.031 2.580 -0.706  0.24
H -1.082 1.332 -1.271  0.23
H -1.576 0.544 0.922  0.20
H -1.818 2.178 0.879  0.26
H -1.023 2.161 3.018  0.17
H 1.571 -1.147 -0.009  0.44
H -0.083 -1.260 -0.495  0.47
H 0.300 -0.670 0.913  0.45
H 0.613 -2.411 3.165  0.50
H 0.436 -0.865 3.018  0.50
O 0.707 -1.672 2.557  -0.99
H -1.753 -2.386 -2.013  0.51
H -1.565 -2.958 -0.618  0.50
O -1.213 -2.288 -1.218  -0.97

Output
Total charge: +1
E_HOMO in eV: -12.9
M in g/mol: 142.2
Gap between HOMO and LUMO in eV: 10.0968
LUMO energy in Eh: -0.1041
Spin multiplicity: 1

---

Stability ranking, top and bottom: entry x is the most stable and entry w is the least stable.